The following is a quantum chemistry calculation of the molecule C2H3BrClFIN in a non-equilibrium geometry, from the OMol25 dataset.

Energy above the lowest of the compared OMol25 structures with the same formula, charge and spin in eV: 0.428
E_tot in Eh: -3564.48592
HOMO-LUMO gap in eV: 8.246

XYZ file:
```
10
Properties=species:S:1:pos:R:3:lowdin_charge:R:1
F -0.5322 -1.0346 1.9999 -0.1004
C -0.3271 -1.7266 0.7711 -1.0691
Br -1.1827 -3.4273 0.6875 0.7088
I 2.1323 -2.3620 1.0075 0.4259
N -0.5593 -0.8045 -0.2830 -0.1338
C 0.1699 0.4258 -0.0630 -0.6776
Cl 0.3686 1.1945 -1.6172 0.6294
H -0.4581 -1.2603 -1.2342 0.1376
H -0.2925 0.9775 0.6745 0.0534
H 1.1841 0.0879 0.4389 0.0258
```


The following is a quantum chemistry calculation of a structure of composition C16H14BCl5N6V in a non-equilibrium geometry, from the OMol25 dataset.

Multiplicity: 4
Energy above the lowest of the compared OMol25 structures with the same formula, charge and spin in eV: 0.285
<S²>: 3.763
E_tot in Eh: -4216.52103
HOMO-LUMO gap (alpha / beta) in eV: 7.799 / 9.141

XYZ file:
```
43
Properties=species:S:1:pos:R:3:lowdin_charge:R:1
H 2.5058 -0.5684 2.0202 0.1071
N 0.6767 -1.2180 1.0462 -0.0216
B -1.4933 -2.4696 0.6532 -0.5175
N -0.1842 -2.2537 1.4075 -0.0165
C 0.3815 -3.0489 2.3241 -0.0640
V 0.1133 0.1435 -0.5037 0.5621
H -0.1273 -3.9450 2.6415 0.1219
C 1.6066 -2.4850 2.6643 -0.0578
H 2.2910 -2.9336 3.3420 0.0838
C 1.7167 -1.3047 1.9143 -0.1201
H -2.0624 -3.4424 1.0301 0.1215
C 0.3443 2.2714 -2.6804 -0.0229
H 1.1231 3.0380 -2.8548 0.0538
H -0.5362 2.7652 -2.2564 0.0368
H 0.1007 1.8618 -3.6628 0.0282
N -1.0393 -2.5450 -0.8269 0.0111
N -2.3273 -1.1975 0.7681 -0.0022
N -0.2900 -1.4964 -1.3850 -0.1093
N -1.8101 -0.0094 0.2489 -0.0277
C -1.2648 -3.4688 -1.7601 -0.0603
C -3.6037 -1.0214 1.1263 -0.0577
H -1.8292 -4.3361 -1.4489 0.1260
H -4.1722 -1.8590 1.4877 0.1222
C -0.6811 -3.0387 -2.9527 -0.0657
C -3.9314 0.3137 0.8963 -0.0523
C -0.0639 -1.8154 -2.6994 -0.0948
C -2.7747 0.9220 0.3913 -0.1319
H -0.7320 -3.5836 -3.8780 0.0896
H -4.8858 0.7435 1.0514 0.0820
H 0.5184 -1.1231 -3.3120 0.1138
H -2.5988 1.9561 0.1476 0.0757
H 0.6888 1.4381 -1.9777 -0.0539
Cl -0.8575 3.3628 1.7684 0.6987
C 0.7021 3.1019 1.0996 -0.7050
C 1.0150 1.9428 0.3937 -0.2648
C 2.3023 1.6924 -0.0057 -0.6513
Cl 2.5901 0.1505 -0.8912 0.7296
C 3.3504 2.6171 0.1621 -0.7053
Cl 4.9193 2.2663 -0.4307 0.6847
C 3.0300 3.8461 0.7911 -0.7134
Cl 4.2410 5.0322 0.9398 0.6888
C 1.7120 4.0903 1.2652 -0.7060
Cl 1.3359 5.6078 1.9455 0.6847
```


The following is a quantum chemistry calculation of a cluster of 2 separate species, C11H12F5O4PS in total, from the OMol25 dataset.

E_tot in Eh: -1966.16620
HOMO-LUMO gap in eV: 5.865

XYZ file:
```
34
Properties=species:S:1:pos:R:3:lowdin_charge:R:1
C 1.4738 1.8094 1.2732 -0.0186
C 0.7609 0.4925 1.1817 -0.2302
C 1.3990 -0.6132 0.6191 0.0127
C 0.7645 -1.8396 0.4872 -0.0199
C -0.5504 -1.9893 0.9128 -0.0533
C -1.1981 -0.8952 1.4767 -0.3446
C -2.6727 -0.9736 1.8105 -0.2141
P -3.4664 -0.3388 0.3497 1.0337
F -4.6022 -1.2790 -0.1551 -0.1298
C -4.1840 1.2988 0.5742 -0.1381
C -3.1190 2.3347 0.2400 -0.5214
O -2.5128 2.3765 -0.7665 0.1945
F -2.9664 3.2166 1.2452 0.1222
C -0.5518 0.3331 1.6207 -0.0269
H 2.1743 1.8205 2.1059 0.0934
H 2.0439 1.9767 0.3589 0.0925
H 0.7620 2.6274 1.3725 0.0752
H 2.4069 -0.5052 0.2527 0.0913
H 1.2844 -2.6684 0.0281 0.1222
H -1.0861 -2.9244 0.8025 0.1131
H -2.9279 -0.3503 2.6678 0.1132
H -3.0342 -1.9851 2.0019 0.1146
H -2.5540 -0.2554 -0.6938 0.1056
H -4.9899 1.4212 -0.1508 0.1260
H -4.5487 1.4038 1.5924 0.1120
H -1.0733 1.1704 2.0771 0.1153
C 3.9263 -1.2873 -3.5140 -0.6770
F 4.7341 -2.3541 -3.4589 0.1122
F 4.0103 -0.7708 -4.7445 0.1158
F 2.6637 -1.7336 -3.3490 0.0896
S 4.3610 -0.0431 -2.2304 0.4346
O 5.7187 0.3138 -2.5563 -0.3149
O 4.1871 -0.7815 -0.9919 -0.3547
O 3.3670 0.9925 -2.4396 -0.3462
```


The following is a quantum chemistry calculation of the ion C3H7NO with charge +1 in a non-equilibrium geometry, from the OMol25 dataset.

Total charge: +1
Multiplicity: 2
Energy above the lowest of the compared OMol25 structures with the same formula, charge and spin in eV: 1.853
<S²>: 0.796
E_tot in Eh: -248.10084
HOMO-LUMO gap (alpha / beta) in eV: 12.362 / 7.123

XYZ file:
```
12
Properties=species:S:1:pos:R:3:lowdin_charge:R:1
C -0.2479 0.9652 0.3780 -0.1548
N 0.1347 -0.3306 0.0414 -0.0771
C -0.1124 -1.3941 1.0077 0.0136
C 0.3055 -0.9165 -1.3187 0.0300
O -0.1275 2.1177 -0.1278 0.1832
H -0.6933 1.1102 1.4416 0.1992
H 0.7448 -1.2022 1.7528 0.1664
H -0.0963 -2.3237 0.4315 0.1121
H -1.0109 -1.1789 1.5854 0.1149
H -0.4253 -1.4899 -1.8660 0.1173
H 1.2242 -1.5488 -1.1429 0.1368
H 0.6621 0.0786 -1.8719 0.1584
```


The following is a quantum chemistry calculation of a cluster of 10 separate species, C17H54O11 in total in a non-equilibrium geometry, from the OMol25 dataset.

Total charge: +1
Multiplicity: 2
<S²>: 0.754
E_tot in Eh: -1507.19837
HOMO-LUMO gap (alpha / beta) in eV: 8.803 / 2.311

XYZ file:
```
82
Properties=species:S:1:pos:R:3:lowdin_charge:R:1
C -0.0622 -0.0310 0.1526 -0.1189
O -1.3887 0.4446 -0.0319 -0.1296
H 0.7073 0.6508 -0.2095 0.0710
H 0.1155 -0.1414 1.2224 0.0748
H 0.1290 -0.9339 -0.4272 0.0508
H -1.5858 0.5616 -0.9642 0.0360
C -2.2940 3.0368 2.6303 -0.1628
O -2.9432 2.0302 1.9179 -0.1306
H -2.9765 3.8852 2.6810 0.0829
H -2.0291 2.8251 3.6662 0.0707
H -1.3360 3.2261 2.1461 0.0856
H -2.4025 1.8452 1.1466 0.0350
C 2.4687 -3.1146 -0.8782 -0.1419
O 2.1758 -4.4833 -0.5934 -0.1155
H 2.8826 -2.5826 -0.0217 0.0576
H 3.2163 -3.0228 -1.6661 0.0830
H 1.6013 -2.4934 -1.1016 0.0585
H 2.9477 -5.0521 -0.6389 0.0826
C -2.0470 -4.3809 1.2626 -0.2453
C -1.1800 -4.0832 0.0252 -0.1503
O -1.5049 -2.7832 -0.6171 -0.0873
O -1.9337 -3.2975 2.1149 -0.0694
H -1.9290 -5.3692 1.7070 0.1308
H -3.1077 -4.3253 1.0178 0.1081
H -1.4265 -4.8769 -0.6801 0.1221
H -0.1044 -4.1726 0.1774 0.0987
H -1.5171 -2.1376 0.0933 0.0236
H -2.3927 -3.5263 2.9264 0.0998
C 0.2709 3.7353 -2.1795 -0.0420
C -0.2754 4.1940 -3.5756 -0.2861
O -0.5281 3.0634 -4.3581 -0.0890
H -0.4876 3.0918 -1.7337 0.0482
H 0.3922 4.4940 -1.4064 0.0763
H 1.1523 3.0956 -2.2257 0.0581
H 0.3779 4.9042 -4.0825 0.1110
H -1.2264 4.7266 -3.5852 0.1116
H -0.5480 3.3977 -5.2578 0.1046
C 3.4734 1.0205 -2.5031 -0.0792
C 4.6401 1.9678 -2.1287 -0.3119
O 5.8000 1.6578 -2.8693 -0.0630
H 2.5896 1.1980 -1.8903 0.0387
H 3.6448 -0.0541 -2.4408 0.0637
H 3.2038 1.2454 -3.5350 0.0698
H 4.7853 1.8032 -1.0610 0.0829
H 4.3653 3.0138 -2.2646 0.1084
H 6.5247 1.4578 -2.2723 0.0847
C -4.2053 -1.1337 1.1926 0.0253
C -5.7036 -1.4650 1.2631 -0.1559
O -6.3566 -0.6722 2.2148 0.2345
H -3.7462 -1.5749 2.0773 0.1007
H -3.8946 -0.1086 0.9913 0.0843
H -3.8400 -1.7176 0.3479 0.0968
H -5.9506 -2.5236 1.3428 0.1508
H -6.1051 -1.1827 0.2899 0.1837
H -6.1611 0.2365 1.9749 0.1527
C 0.1854 -0.9307 4.0751 -0.0756
C 0.4154 0.5037 4.5419 -0.3352
O 1.7638 0.5747 4.8534 -0.0772
H 0.1644 -1.7051 4.8418 0.0809
H 0.8771 -1.2250 3.2858 0.0662
H -0.7883 -1.0059 3.5909 0.0511
H -0.2492 0.7521 5.3694 0.1083
H 0.2970 1.3115 3.8197 0.0930
H 2.0410 1.4919 4.9125 0.0886
C -0.7894 -0.8320 -3.7189 -0.0690
C -2.0829 0.0262 -3.6342 -0.2464
O -1.7973 1.1118 -2.7257 -0.1140
H 0.1026 -0.3614 -4.1325 0.0730
H -0.8835 -1.7374 -4.3186 0.0736
H -0.5698 -1.1712 -2.7066 0.0424
H -2.9288 -0.6151 -3.3865 0.1076
H -2.2565 0.4029 -4.6422 0.1073
H -1.4175 1.8064 -3.2688 0.0338
C 3.2896 1.5169 1.8490 -0.0847
C 3.7680 0.1763 1.4623 -0.3321
O 5.0958 0.1701 0.9340 -0.0648
H 3.8271 1.9284 2.7033 0.0852
H 2.2401 1.4778 2.1407 0.0575
H 3.3326 2.2861 1.0780 0.0736
H 3.0788 -0.4538 0.9001 0.0866
H 3.7951 -0.4314 2.3668 0.1105
H 5.2143 -0.6362 0.4265 0.0799
```